117
Properties=species:S:1:pos:R:3:lowdin_charge:R:1 method="wB97M-V/def2-TZVPD" charge=+1 e_above_lowest_kcal_mol=0.0 lumo_ev=-5.2 orbital_gap_ev=5.17 e_homo_ev=-10.326
Pb 0.49498 4.38343 -1.76689 1.653
C -1.71223 2.42464 0.94867 -0.042
C -0.44626 1.62924 0.52101 -0.560
C -0.60739 0.21209 0.07893 -0.055
O 0.11796 2.34498 -0.55668 -0.458
H -2.28092 2.90038 0.14783 0.057
H -1.48415 3.22426 1.65711 0.055
H -2.44044 1.81847 1.49649 0.080
H 0.13539 1.61856 1.45543 0.110
H -1.34981 0.23486 -0.72075 0.076
H -0.97873 -0.23016 1.00909 0.078
H 0.28233 -0.32062 -0.24915 0.064
C -3.81533 -1.86317 -0.24142 -0.221
C -3.66107 -1.33038 -1.63965 -0.250
C -4.51478 -0.14107 -2.04280 -0.182
S -6.00379 -0.40469 -0.94262 0.707
O -6.87651 -1.35170 -1.64404 -0.334
O -6.52290 0.85991 -0.44796 -0.347
C -5.16447 -1.38791 0.34727 -0.199
H -2.97046 -1.66770 0.42272 0.089
H -3.89422 -2.93965 -0.07232 0.117
H -4.04529 -2.22414 -2.14567 0.122
H -2.61171 -1.41509 -1.92442 0.101
H -4.84959 0.07307 -3.05393 0.107
H -4.01512 0.76221 -1.68310 0.078
H -5.95872 -2.04382 0.69593 0.106
H -4.98499 -0.63013 1.11255 0.092
C 3.73922 -0.73927 0.43464 -0.254
C 4.45123 0.42146 -0.14173 -0.264
C 5.18748 0.03816 -1.37515 -0.209
S 4.75385 -1.69710 -1.78571 0.711
O 5.74660 -2.62527 -1.26202 -0.313
O 4.40425 -1.75266 -3.19029 -0.327
C 3.23715 -1.66979 -0.68441 -0.173
H 2.91445 -0.42818 1.08049 0.100
H 4.41110 -1.27649 1.10741 0.128
H 5.07792 0.70946 0.70563 0.123
H 3.78232 1.24668 -0.39276 0.105
H 6.26763 0.17603 -1.36859 0.113
H 4.80882 0.70513 -2.14909 0.102
H 2.97471 -2.71133 -0.52677 0.095
H 2.62285 -1.09817 -1.38372 0.077
C -0.36266 0.21358 -4.37085 -0.200
C 0.69316 -0.42741 -3.44946 -0.272
C 1.17204 -1.69588 -3.98450 -0.218
S 1.11641 -1.50688 -5.82794 0.681
O 0.32473 -2.56658 -6.38226 -0.309
O 2.41656 -1.23289 -6.32860 -0.303
C 0.21838 0.06984 -5.77751 -0.223
H -0.46378 1.29339 -4.24433 0.101
H -1.35852 -0.22178 -4.28619 0.116
H 0.13180 -0.58815 -2.52581 0.087
H 1.47178 0.29263 -3.18024 0.116
H 0.32034 -2.35423 -3.76630 0.107
H 1.91617 -2.34363 -3.52567 0.098
H -0.40560 0.36901 -6.61783 0.112
H 1.02226 0.80849 -5.83643 0.097
C -5.01378 5.96171 -2.28889 -0.211
C -4.31513 6.74441 -3.43855 -0.180
C -3.46844 5.77836 -4.29723 -0.153
S -3.23641 4.18865 -3.26661 0.723
O -1.78805 3.98528 -3.01430 -0.569
O -3.96362 3.04504 -3.73393 -0.292
C -4.14563 4.83814 -1.81722 -0.236
H -6.00581 5.62831 -2.59323 0.126
H -5.18939 6.55164 -1.38868 0.124
H -3.66437 7.57942 -3.17784 0.113
H -5.14194 7.22534 -3.95981 0.118
H -2.46967 6.01215 -4.65530 0.095
H -4.03345 5.31495 -5.10776 0.100
H -3.42271 5.30242 -1.13803 0.101
H -4.54209 4.04848 -1.17987 0.115
C 1.94394 4.13915 3.97095 -0.212
C 2.66464 2.91069 3.45960 -0.200
C 3.25493 3.20413 2.08320 -0.147
S 2.48482 4.85179 1.53271 0.763
O 1.84394 4.71987 0.20248 -0.609
O 3.36513 6.03302 1.67251 -0.304
C 1.22190 4.80849 2.81879 -0.212
H 2.67110 4.78898 4.46073 0.130
H 1.16314 3.91552 4.69835 0.129
H 1.82742 2.21384 3.36624 0.105
H 3.38121 2.40198 4.10157 0.130
H 2.65874 2.62209 1.37745 0.076
H 4.29430 3.40107 1.83520 0.111
H 0.35538 4.31300 2.37676 0.089
H 0.90637 5.85061 2.88720 0.118
C 0.30143 -6.16335 3.75578 -0.055
C 1.54079 -5.41357 3.38869 -0.452
C 1.68945 -5.35770 1.83118 -0.112
C 0.82005 -4.26377 1.13514 -0.164
C 1.20321 -2.91722 1.78069 -0.156
C 0.87889 -2.92096 3.25779 -0.484
N 1.68275 -4.01695 3.93107 -0.086
O 1.60695 -3.98634 5.36049 -0.026
C 1.41883 -1.59195 3.88360 -0.035
C -0.63097 -3.02352 3.54257 -0.024
C 2.80962 -6.29191 3.85472 -0.017
H -0.62240 -5.60675 3.55552 0.063
H 0.19149 -6.39393 4.81397 0.097
H -0.03360 -6.94270 3.06735 0.093
H 2.65206 -5.25257 1.33776 0.118
H 1.06937 -6.18271 1.47712 0.109
H -0.22649 -4.56989 1.13010 0.103
H 1.06456 -4.25768 0.07001 0.100
H 0.74324 -2.02845 1.34055 0.096
H 2.26114 -2.66784 1.67940 0.094
H 0.88499 -0.70137 3.54322 0.067
H 1.37021 -1.72484 4.96306 0.075
H 2.45008 -1.34513 3.61813 0.072
H -1.18841 -2.12321 3.27220 0.075
H -1.05930 -3.82258 2.94237 0.054
H -0.79918 -3.17149 4.60898 0.092
H 3.65805 -6.19195 3.17818 0.068
H 2.44371 -7.31548 3.73946 0.076
H 3.22987 -6.31657 4.86063 0.072
H 2.51874 -3.76013 5.56812 0.103

119
Properties=species:S:1:pos:R:3:lowdin_charge:R:1 method="wB97M-V/def2-TZVPD" charge=+1 lumo_ev=-3.3 orbital_gap_ev=8.08 e_homo_ev=-11.358
C 7.22846 -0.18733 3.30791 -0.047
C 5.86678 0.04867 2.72234 -0.266
O 4.88504 -0.14343 3.72009 -0.136
C 3.59059 -0.28262 3.19348 -0.138
C 3.33543 -1.70176 2.77673 -0.075
C 3.97644 -2.68685 3.50379 0.046
N 3.82056 -3.97177 3.17715 0.121
C 3.06516 -4.34988 2.14080 0.037
C 2.40469 -3.41307 1.37050 -0.095
C 1.60261 -3.95268 0.23231 -0.105
C 2.47232 -4.63876 -0.75020 -0.443
C 3.37795 -3.83040 -1.58355 -0.011
N 2.39041 -5.89895 -0.78145 0.165
C 2.50824 -2.05451 1.71355 -0.055
C 1.68922 -1.03302 1.02695 -0.106
C 2.29992 -0.41211 -0.24509 -0.170
C 1.99954 1.06082 -0.32682 -0.195
C 2.33821 1.72897 -1.64867 -0.192
C 3.75851 2.22992 -1.81159 -0.191
C 4.82800 1.25310 -1.38558 -0.212
C 6.21770 1.62601 -1.86903 -0.169
C 6.43192 1.32540 -3.32088 -0.238
O 6.63645 -0.05801 -3.50277 -0.166
C 5.62608 -0.78229 -4.15787 -0.104
H 7.16209 -0.30513 4.37423 0.081
H 7.69280 -1.05627 2.88848 0.070
H 7.86492 0.65298 3.11454 0.075
H 5.69452 -0.60435 1.87271 0.116
H 5.79106 1.06291 2.35724 0.120
H 2.87558 0.01030 3.93973 0.143
H 3.48132 0.34235 2.33017 0.116
H 4.62279 -2.46342 4.31958 0.151
H 4.29834 -4.67718 3.71219 0.180
H 2.99395 -5.39069 1.92854 0.145
H 1.04007 -3.16621 -0.23155 0.102
H 0.93446 -4.68465 0.63737 0.123
H 3.64432 -2.90400 -1.11779 0.064
H 4.28894 -4.37103 -1.75196 0.086
H 2.92570 -3.62043 -2.53761 0.098
H 3.03663 -6.29036 -1.46167 0.065
H 1.42919 -0.24113 1.69824 0.101
H 0.75274 -1.49042 0.77256 0.099
H 3.36153 -0.59138 -0.25126 0.088
H 1.87047 -0.87623 -1.11257 0.115
H 0.92990 1.13761 -0.21604 0.103
H 2.42725 1.58773 0.51397 0.120
H 2.07493 1.04736 -2.44189 0.114
H 1.69076 2.58523 -1.72598 0.084
H 3.91515 2.46491 -2.85201 0.104
H 3.85962 3.13412 -1.23058 0.120
H 4.59616 0.28240 -1.79196 0.097
H 4.82705 1.18207 -0.31052 0.095
H 6.41180 2.66781 -1.67500 0.118
H 6.92057 1.00596 -1.34512 0.111
H 5.61677 1.69093 -3.92819 0.109
H 7.31440 1.84035 -3.66102 0.120
H 4.74717 -0.18253 -4.33758 0.081
H 5.33234 -1.62608 -3.55370 0.069
H 5.99107 -1.16621 -5.09386 0.083
O -1.47109 -2.85159 0.81979 -0.296
S -2.20927 -2.91363 -0.41326 0.543
O -1.99682 -1.90026 -1.39901 -0.270
O -3.73735 -3.07329 -0.10160 -0.253
C -4.36322 -2.11083 0.80038 -0.217
C -4.57176 -0.75288 0.17589 -0.070
C -1.97401 -4.48995 -1.15714 -0.111
H -3.76992 -2.05144 1.71373 0.112
H -5.31281 -2.57170 1.05857 0.126
H -3.62372 -0.25893 -0.02875 0.066
H -5.14754 -0.12261 0.84805 0.082
H -5.10895 -0.83760 -0.76176 0.071
H -2.14108 -5.26281 -0.41264 0.080
H -0.94880 -4.52344 -1.51952 0.065
H -2.66735 -4.58675 -1.98693 0.080
O 0.34904 1.62147 3.36915 -0.296
S -0.99591 2.11597 3.44266 0.559
O -1.20760 3.50671 3.68241 -0.262
O -1.80126 1.26170 4.50207 -0.259
C -1.25148 1.14276 5.83799 -0.244
C -1.42265 2.39750 6.66814 -0.068
C -1.86946 1.61940 2.00647 -0.109
H -0.20377 0.84776 5.76535 0.109
H -1.79867 0.31324 6.27814 0.121
H -0.83481 3.22334 6.27290 0.073
H -1.09883 2.20395 7.69027 0.084
H -2.46620 2.70807 6.67966 0.087
H -1.71875 0.55558 1.84079 0.070
H -1.45959 2.19260 1.17521 0.060
H -2.92291 1.84949 2.13936 0.082
O -7.47817 0.10700 -0.45650 -0.287
S -8.27620 0.27313 -1.63533 0.559
O -8.06442 1.41571 -2.46498 -0.265
O -9.80072 0.17202 -1.23547 -0.261
C -10.28043 1.03718 -0.17493 -0.241
C -10.45130 2.47645 -0.61290 -0.070
C -8.20578 -1.18109 -2.61861 -0.118
H -9.61110 0.95170 0.68147 0.113
H -11.23610 0.60504 0.10893 0.122
H -9.49512 2.94068 -0.84614 0.072
H -10.92324 3.04517 0.18768 0.083
H -11.07476 2.53387 -1.50395 0.087
H -8.38527 -2.04557 -1.98638 0.075
H -7.20742 -1.21868 -3.04837 0.076
H -8.95157 -1.10518 -3.40410 0.077
O -0.67624 3.07164 -1.27442 -0.291
S -1.84237 3.68608 -1.84533 0.555
O -3.05826 2.94047 -1.91196 -0.266
O -1.47201 4.23490 -3.27565 -0.253
C -0.87240 3.30978 -4.21779 -0.236
C -1.86676 2.32599 -4.79868 -0.066
C -2.14865 5.22768 -1.06315 -0.109
H -0.03807 2.80166 -3.73284 0.103
H -0.46276 3.94991 -4.99435 0.124
H -2.24140 1.63980 -4.04081 0.071
H -1.38270 1.74199 -5.58121 0.083
H -2.72132 2.85067 -5.22386 0.088
H -1.22516 5.79771 -1.02916 0.078
H -2.49859 5.00581 -0.05762 0.077
H -2.91717 5.75236 -1.62299 0.080